No. 1
Entry from OMol25: CH2N2O3S in the gas phase in a non-equilibrium geometry (ωB97M-V with the def2-TZVPD basis set).

Geometry as ORCA input:
```
! wB97M-V def2-TZVPD RIJCOSX def2/J DEFGRID3
* xyz 0 3
C -1.4360 -0.1484 -0.4164
N -0.6010 0.4876 -1.0372
N 0.1721 -0.7142 1.1553
O -2.3087 -0.6547 0.1137
O 1.4778 -0.9915 -0.8881
O 1.6630 1.1903 0.2642
S 1.0538 -0.0546 0.1000
H -0.5619 1.4241 -1.3564
H 0.5409 -0.5386 2.0649
*
```

The energy relative to the best compared isomer or geometry (same formula, charge and spin) comes out at 2.373 eV. As for the expectation value of S²: 2.01. For the orbital gap (alpha / beta), the calculation gives 5.89 / 7.43 eV. As for the maximum force: 5.09 eV/Å. For the highest occupied orbital energy (alpha / beta), the calculation gives -5.62 / -11.41 eV.

Results of the natural (NBO) charge analysis, in e, for atoms 1 through 5: C 0.801; N -0.821; N -0.674; O -0.479; O -0.815



No. 2
Entry from OMol25: an isolated ion of composition CH2N2O3S2 and charge -2 in a non-equilibrium geometry (ωB97M-V with the def2-TZVPD basis set).

Geometry as ORCA input:
```
! wB97M-V def2-TZVPD RIJCOSX def2/J DEFGRID3
* xyz -2 1
N -1.2013 -1.0044 0.0529
S 0.4905 -1.0344 0.3703
O 1.1995 -1.9306 -0.5332
O 0.4023 -1.6574 1.7249
N 1.0100 0.7874 0.4111
C 0.2962 1.5062 -0.4456
O -0.6140 1.1185 -1.2426
S 0.9865 3.1340 -0.4324
H -1.4622 -0.4911 0.8965
H -1.1075 -0.4283 -0.8019
*
```

The energy relative to the best compared isomer or geometry (same formula, charge and spin) comes out at 0.566 eV. The SMILES is N[S@](=O)([O-])=NC([O-])=S. For the orbital gap, the calculation gives 5.51 eV. As for the maximum force: 4.07 eV/Å. For the highest occupied orbital energy, the calculation gives 0.60 eV.

Results of the natural (NBO) charge analysis, in e, for atoms 1 through 5: N -1.087; S 2.187; O -0.993; O -1.043; N -0.790



No. 3
Entry from OMol25: a 2-piece molecular cluster, CH2N2O3Si overall in a non-equilibrium geometry (ωB97M-V with the def2-TZVPD basis set).

Geometry as ORCA input:
```
! wB97M-V def2-TZVPD RIJCOSX def2/J DEFGRID3
* xyz 0 1
N -0.8112 3.7060 1.0608
C -0.4806 2.6343 0.7406
Si 0.1090 0.9726 0.1029
O 0.8946 0.0509 1.0426
H -0.1662 1.2182 -1.2689
O -2.5859 -1.3834 -0.4678
N -1.6588 -0.9354 0.1291
O -0.8416 -1.7817 0.7083
H -0.0883 -1.2465 1.3120
*
```

The energy relative to the best compared isomer or geometry (same formula, charge and spin) comes out at 2.040 eV. The SMILES is N#C[SiH]=O.O=NO. For the orbital gap, the calculation gives 9.94 eV. As for the maximum force: 2.92 eV/Å. For the highest occupied orbital energy, the calculation gives -11.13 eV.

Results of the natural (NBO) charge analysis, in e, for atoms 1 through 5: N -0.232; C -0.242; Si 1.762; O -1.197; H -0.185



No. 4
Entry from OMol25: a 2-piece molecular cluster, CH2N2OS2 overall in a non-equilibrium geometry (ωB97M-V with the def2-TZVPD basis set).

Geometry as ORCA input:
```
! wB97M-V def2-TZVPD RIJCOSX def2/J DEFGRID3
* xyz 0 1
C 0.0871 0.3655 0.3530
N 0.4844 1.5773 0.2052
N 0.8894 2.6500 0.2116
O 1.1665 -0.3939 -2.9599
S 2.9196 1.2239 -1.3819
S 1.9174 -0.4152 -1.7104
H 0.5837 -0.1613 1.1781
H -0.7017 -0.0050 -0.3147
*
```

The energy relative to the best compared isomer or geometry (same formula, charge and spin) comes out at 1.588 eV. For the orbital gap, the calculation gives 8.01 eV. As for the maximum force: 3.36 eV/Å. For the highest occupied orbital energy, the calculation gives -9.45 eV.

Results of the natural (NBO) charge analysis, in e, for atoms 1 through 5: C -0.468; N 0.050; N 0.039; O -0.855; S -0.303